Molecular formula: C17H17IO8S
Method: DFT, wB97M-V/def2-TZVPD

Results
Calculated total energy ... -1955.714322 Ha
Relative energy (zero: lowest compared OMol25 entry of this formula, charge and spin) ... 0.00 kJ/mol
LUMO level ... -2.0366 eV

Element x y z (Å)
C  -1.058  6.009  2.225
C  -0.443  5.243  1.058
C  0.714  4.306  1.403
I  2.102  5.184  2.789
C  1.349  3.757  0.134
C  2.629  2.910  0.273
O  3.372  3.181  -0.935
S  3.214  4.728  -1.213
O  3.331  4.975  -2.600
O  3.981  5.463  -0.272
O  1.675  4.792  -0.813
H  -2.072  6.313  1.967
H  -1.099  5.409  3.135
H  -0.494  6.917  2.436
H  -0.115  5.944  0.292
H  -1.221  4.611  0.613
H  0.320  3.445  1.943
H  0.581  3.135  -0.335
H  2.403  1.853  0.277
H  3.235  3.172  1.138
C  -0.647  -0.920  -0.055
C  -1.405  -2.010  0.018
C  -1.569  -2.749  1.295
O  -2.258  -3.744  1.361
C  -0.858  -2.225  2.490
C  -0.101  -1.135  2.416
C  0.060  -0.399  1.139
O  0.750  0.599  1.075
H  -0.503  -0.367  -0.975
H  -1.929  -2.415  -0.838
H  -0.994  -2.783  3.407
H  0.430  -0.731  3.269
C  -2.109  -6.724  -1.571
C  -1.231  -5.971  -0.915
C  -0.170  -5.225  -1.637
O  0.626  -4.527  -1.043
C  -0.118  -5.356  -3.115
C  -0.995  -6.111  -3.770
C  -2.062  -6.855  -3.049
O  -2.862  -7.539  -3.648
H  -2.895  -7.275  -1.070
H  -1.249  -5.854  0.161
H  0.667  -4.803  -3.615
H  -0.982  -6.225  -4.847

Here are the natural (NBO) charges for atoms 1 to 2, given in e: number 1, C, carries -0.61; number 2, C, carries -0.43

=====

Molecular formula: C20H21Cl5MnN5
Method: DFT, wB97M-V/def2-TZVPD

Results
Calculated total energy ... -4500.348369 Ha
Multiplicity ... 6
Total charge ... +1
Relative energy (zero: lowest compared OMol25 entry of this formula, charge and spin) ... 21.09 kJ/mol
LUMO level (spin up / spin down) ... -3.3811 / -3.4437 eV

Element x y z (Å)
Mn  0.042  0.247  0.295
N  1.176  -0.545  2.301
C  0.651  -1.760  2.942
C  0.006  -2.695  1.922
N  -0.931  -2.010  1.033
C  -2.296  -1.830  1.519
C  -2.451  -0.611  2.421
N  -1.818  0.575  1.830
H  1.053  0.269  2.895
H  2.175  -0.613  2.145
H  1.430  -2.312  3.472
H  -0.074  -1.467  3.700
H  0.790  -3.126  1.295
H  -0.466  -3.528  2.457
H  -0.969  -2.510  0.155
H  -2.934  -1.705  0.641
H  -2.664  -2.714  2.055
H  -3.515  -0.456  2.612
H  -2.001  -0.800  3.394
H  -2.505  1.176  1.389
H  -1.373  1.152  2.537
C  -3.028  0.700  -2.933
C  -2.294  0.334  -4.051
C  -1.081  -0.316  -3.883
C  -0.656  -0.597  -2.590
N  -1.334  -0.193  -1.510
C  -2.497  0.435  -1.684
C  0.634  -1.278  -2.340
C  1.305  -2.002  -3.317
C  2.538  -2.559  -3.021
C  3.072  -2.383  -1.755
C  2.327  -1.676  -0.828
N  1.133  -1.155  -1.105
H  -3.977  1.208  -3.021
H  -2.654  0.568  -5.044
H  -0.476  -0.571  -4.739
H  -3.014  0.747  -0.785
H  0.873  -2.143  -4.297
H  3.073  -3.121  -3.774
H  4.038  -2.782  -1.484
H  2.696  -1.523  0.178
Cl  0.485  2.351  3.490
C  0.920  3.084  1.941
C  0.781  2.354  0.769
C  1.231  3.030  -0.357
Cl  1.161  2.182  -1.900
C  1.752  4.320  -0.375
Cl  2.281  5.066  -1.827
C  1.850  5.003  0.835
Cl  2.500  6.591  0.880
C  1.437  4.380  2.011
Cl  1.596  5.210  3.507

Here are the natural (NBO) charges for atoms 1 to 2, given in e: number 1, Mn, carries 1.32; number 2, N, carries -0.89

=====

Molecular formula: C4H9ClO
Method: DFT, wB97M-V/def2-TZVPD

Results
Calculated total energy ... -693.218828 Ha
Relative energy (zero: lowest compared OMol25 entry of this formula, charge and spin) ... 52.05 kJ/mol
Structure (SMILES) ... C[C@H](Cl)[C@@H](C)O
LUMO level ... 0.8369 eV

Element x y z (Å)
C  0.884  -0.907  1.442
C  0.431  -0.815  0.051
Cl  1.718  -1.173  -1.181
C  -0.289  0.454  -0.103
C  -0.498  0.958  -1.535
O  -1.479  0.301  0.682
H  1.351  -1.784  1.815
H  -0.046  -0.769  2.036
H  1.640  -0.078  1.644
H  -0.205  -1.638  -0.185
H  0.284  1.180  0.461
H  -0.779  0.148  -2.273
H  -1.328  1.603  -1.455
H  0.356  1.456  -2.035
H  -2.042  1.064  0.635

Here are the natural (NBO) charges for atoms 1 to 2, given in e: number 1, C, carries -0.63; number 2, C, carries -0.18

=====

Molecular formula: C23H29F5NO2P2RhS
Method: DFT, wB97M-V/def2-TZVPD

Results
Calculated total energy ... -2789.585574 Ha
Multiplicity ... 5
LUMO level (spin up / spin down) ... 0.0319 / -1.5078 eV

Element x y z (Å)
C  1.442  -3.099  -2.833
C  1.101  -1.906  -2.184
N  0.314  -1.930  -1.090
C  -0.152  -3.081  -0.601
C  0.170  -4.306  -1.196
C  1.014  -4.311  -2.298
C  1.828  -0.643  -2.566
P  1.139  0.783  -1.604
Rh  -0.076  -0.058  -0.041
P  -1.908  -1.537  0.986
C  -1.051  -3.084  0.610
C  -0.750  1.952  0.573
C  0.091  2.896  1.134
C  -0.465  4.080  1.643
C  -1.826  4.351  1.526
C  -2.634  3.424  0.876
C  -2.096  2.218  0.403
O  -1.508  -0.755  -6.765
O  -3.786  -1.655  -3.004
H  1.988  -3.013  -3.769
H  -0.140  -5.215  -0.676
H  1.302  -5.258  -2.775
C  2.790  1.456  -1.190
C  0.315  1.960  -2.700
H  -1.847  -3.826  0.460
H  -0.475  -3.398  1.494
H  1.821  -0.424  -3.631
H  2.908  -0.736  -2.275
C  -2.064  -1.251  2.728
C  -3.513  -1.593  0.246
H  1.166  2.714  1.200
H  0.180  4.802  2.128
H  -2.246  5.283  1.907
H  -3.683  3.623  0.735
H  -2.732  1.478  -0.067
H  -3.143  -1.561  -3.710
H  -4.640  -1.631  -3.461
H  -1.408  -0.737  -5.805
H  -0.560  -0.898  -7.023
H  -1.693  -0.113  0.616
H  3.412  1.461  -2.112
H  2.716  2.474  -0.771
H  3.259  0.776  -0.452
H  1.049  2.493  -3.327
H  -0.397  1.407  -3.334
H  -0.246  2.685  -2.089
H  -4.050  -2.353  0.801
H  -3.977  -0.613  0.376
H  -3.489  -1.820  -0.823
H  -2.773  -2.003  3.080
H  -1.089  -1.333  3.217
H  -2.461  -0.238  2.862
F  3.818  2.624  5.704
C  3.300  1.864  4.713
C  4.133  1.234  3.793
F  5.467  1.436  3.866
C  3.589  0.392  2.827
F  4.399  -0.084  1.850
C  2.204  0.104  2.770
S  1.481  -0.985  1.639
C  1.406  0.796  3.692
F  0.057  0.690  3.599
C  1.923  1.671  4.641
F  1.091  2.325  5.475

Here are the natural (NBO) charges for atoms 1 to 2, given in e: number 1, C, carries -0.23; number 2, C, carries 0.14

=====

The highest calculated total energy belongs to which entry? C4H9ClO

=====

calculated total energy of number 4 (C23H29F5NO2P2RhS)? -2789.585574 Ha

=====

Please write out number 4 again, unchanged.
Molecular formula: C23H29F5NO2P2RhS
Method: DFT, wB97M-V/def2-TZVPD

Results
Calculated total energy ... -2789.585574 Ha
Multiplicity ... 5
LUMO level (spin up / spin down) ... 0.0319 / -1.5078 eV

Element x y z (Å)
C  1.442  -3.099  -2.833
C  1.101  -1.906  -2.184
N  0.314  -1.930  -1.090
C  -0.152  -3.081  -0.601
C  0.170  -4.306  -1.196
C  1.014  -4.311  -2.298
C  1.828  -0.643  -2.566
P  1.139  0.783  -1.604
Rh  -0.076  -0.058  -0.041
P  -1.908  -1.537  0.986
C  -1.051  -3.084  0.610
C  -0.750  1.952  0.573
C  0.091  2.896  1.134
C  -0.465  4.080  1.643
C  -1.826  4.351  1.526
C  -2.634  3.424  0.876
C  -2.096  2.218  0.403
O  -1.508  -0.755  -6.765
O  -3.786  -1.655  -3.004
H  1.988  -3.013  -3.769
H  -0.140  -5.215  -0.676
H  1.302  -5.258  -2.775
C  2.790  1.456  -1.190
C  0.315  1.960  -2.700
H  -1.847  -3.826  0.460
H  -0.475  -3.398  1.494
H  1.821  -0.424  -3.631
H  2.908  -0.736  -2.275
C  -2.064  -1.251  2.728
C  -3.513  -1.593  0.246
H  1.166  2.714  1.200
H  0.180  4.802  2.128
H  -2.246  5.283  1.907
H  -3.683  3.623  0.735
H  -2.732  1.478  -0.067
H  -3.143  -1.561  -3.710
H  -4.640  -1.631  -3.461
H  -1.408  -0.737  -5.805
H  -0.560  -0.898  -7.023
H  -1.693  -0.113  0.616
H  3.412  1.461  -2.112
H  2.716  2.474  -0.771
H  3.259  0.776  -0.452
H  1.049  2.493  -3.327
H  -0.397  1.407  -3.334
H  -0.246  2.685  -2.089
H  -4.050  -2.353  0.801
H  -3.977  -0.613  0.376
H  -3.489  -1.820  -0.823
H  -2.773  -2.003  3.080
H  -1.089  -1.333  3.217
H  -2.461  -0.238  2.862
F  3.818  2.624  5.704
C  3.300  1.864  4.713
C  4.133  1.234  3.793
F  5.467  1.436  3.866
C  3.589  0.392  2.827
F  4.399  -0.084  1.850
C  2.204  0.104  2.770
S  1.481  -0.985  1.639
C  1.406  0.796  3.692
F  0.057  0.690  3.599
C  1.923  1.671  4.641
F  1.091  2.325  5.475

Here are the natural (NBO) charges for atoms 1 to 2, given in e: number 1, C, carries -0.23; number 2, C, carries 0.14

=====

What is the formula in the fourth record? C23H29F5NO2P2RhS